Entry 1:
This record from the OMol25 dataset describes 7 unconnected molecules or ions with the total composition C24H63BF4NO21P5 in a non-equilibrium geometry. The level of theory is ωB97M-V/def2-TZVPD.

Last column: Mulliken charge in e.
Element x y z (Å)
C -0.62332 -3.73671 4.18337  -1.486
C -1.56444 -2.93881 3.23346  1.910
C -1.09995 -2.94102 1.82781  -1.701
C -1.38184 -4.34243 0.99860  -0.709
C -2.90450 -4.53474 1.17529  -1.917
C -3.49060 -4.57833 2.51902  1.637
N -2.98255 -3.48471 3.29187  1.183
O -3.73480 -3.00738 4.13186  -0.416
C -3.11374 -5.85888 3.21565  -1.936
C -5.12267 -4.48267 2.45505  -1.297
C -1.57712 -1.41711 3.62349  -2.397
H -0.22870 -4.70298 3.89447  0.243
H -1.22796 -4.12534 5.03291  0.343
H 0.24748 -3.06347 4.49716  0.395
H -0.14802 -2.66554 1.78126  1.697
H -1.49245 -2.25120 1.13398  -0.395
H -0.69968 -5.16477 1.45603  0.031
H -1.01392 -4.43188 -0.07623  0.417
H -3.12718 -5.28215 0.64841  1.499
H -3.13596 -3.60033 0.58329  -0.036
H -3.75724 -6.71315 2.64186  0.340
H -3.22128 -5.79673 4.13524  0.768
H -1.96553 -6.07462 3.26994  0.212
H -5.45913 -4.51737 3.59390  0.293
H -5.72732 -4.96866 1.85775  0.533
H -5.43121 -3.51571 1.95211  0.130
H -0.63985 -1.00400 3.66570  0.676
H -1.82268 -1.26584 4.73642  0.312
H -2.31304 -1.02171 3.02154  0.563
B 0.36972 0.44938 0.62489  0.840
F 1.36934 1.51018 0.77725  -0.155
F 0.63893 -0.05156 -0.67870  -0.522
F 0.68088 -0.51396 1.55247  -0.523
F -0.94886 0.90128 0.76702  -0.381
C 4.62817 3.34989 1.85829  -0.598
O 3.56638 2.85046 2.67809  -0.340
P 2.30243 3.71917 3.13983  1.038
O 2.77558 4.62145 4.21214  -0.776
O 1.91115 4.67685 1.88340  0.060
C 1.02056 5.72655 2.17431  -0.805
O 0.95718 3.09650 3.64528  -0.351
C 0.87774 1.67192 3.87271  -0.386
H 5.32810 4.00595 2.50652  0.282
H 4.38743 4.06992 1.08268  0.171
H 5.13555 2.51496 1.38965  0.288
H 1.48806 6.66935 2.52292  0.346
H 0.30822 5.64811 3.11829  0.231
H 0.19176 5.83991 1.41160  0.233
H 1.44597 1.22257 3.11952  0.206
H -0.25353 1.40486 3.93973  0.042
H 1.02884 1.54662 4.95886  0.400
C 2.95910 3.15070 -6.52182  -0.187
O 1.67877 3.75162 -6.51733  -0.337
P 0.30349 3.04125 -5.76331  0.888
O -0.92245 3.74827 -5.50788  -0.696
O -0.03233 1.73771 -6.72649  -0.333
C -1.37583 1.55531 -7.12445  -0.767
O 0.72294 2.16618 -4.43898  0.087
C -0.10056 1.19822 -3.72115  -0.592
H 3.63567 3.79762 -7.08980  0.221
H 2.86095 2.12287 -6.87755  0.251
H 3.23114 3.14708 -5.46329  -0.089
H -1.48495 2.25046 -7.83720  0.390
H -2.15108 1.56020 -6.37063  0.305
H -1.58043 0.41332 -7.45740  0.203
H 0.40045 0.73205 -2.75404  -0.034
H -0.27485 0.30122 -4.55921  0.222
H -0.98131 1.52911 -3.35502  0.573
C -4.53142 1.35176 2.02820  -0.374
O -4.63322 1.02678 0.68204  -0.284
P -4.59416 -0.48722 0.23365  0.174
O -3.75655 -1.30318 1.13202  0.286
O -6.05573 -1.10784 0.39205  -0.367
C -7.20641 -0.22378 -0.07328  -0.826
O -4.09431 -0.75997 -1.32888  -0.505
C -2.70735 -0.67573 -1.61018  -0.170
H -5.23741 0.74931 2.70649  0.280
H -4.73549 2.38264 2.24521  0.333
H -3.33909 1.41123 2.28007  -0.032
H -7.12571 0.97448 0.13464  0.251
H -8.05853 -0.51833 0.34294  0.331
H -7.34533 -0.26987 -1.16471  0.302
H -2.15918 0.36159 -1.32729  -0.127
H -2.57230 -0.73476 -2.59827  0.652
H -2.16148 -1.51414 -0.98753  -0.020
C 3.01446 2.93060 -1.81861  0.012
O 2.83978 4.21657 -1.54014  -0.031
P 1.73811 5.10424 -2.20856  0.702
O 1.53332 4.62577 -3.55263  -0.353
O 0.34974 5.19725 -1.37963  -0.400
C -0.07617 3.90388 -0.80333  -0.513
O 2.17464 6.64779 -2.36369  -0.401
C 3.24300 6.96076 -3.14193  -0.775
H 2.12243 2.42426 -1.86313  -0.101
H 3.78744 2.49609 -1.09418  0.133
H 3.53764 2.94710 -2.90321  0.056
H -1.19455 4.01754 -0.60524  0.234
H 0.50264 3.76568 0.06279  0.283
H 0.17289 3.00942 -1.34483  0.061
H 4.05837 6.45181 -2.49089  0.210
H 3.63272 7.98234 -3.03065  0.314
H 3.37443 6.69506 -4.10265  0.322
C 6.29389 -4.72413 -1.22574  -0.734
O 5.03977 -5.22760 -1.05808  -0.378
P 3.92106 -4.43351 -0.23131  0.970
O 4.49825 -4.12115 1.01724  -0.660
O 3.79640 -2.95947 -0.99905  -0.371
C 3.58491 -1.88189 -0.14130  -0.437
O 2.58907 -5.32830 0.12983  -0.393
C 2.09919 -5.54563 1.38093  -0.245
H 6.25240 -3.73055 -1.51750  0.320
H 7.04626 -5.20536 -1.77117  0.302
H 6.56869 -4.63411 -0.16259  0.318
H 2.77718 -2.05553 0.50168  0.050
H 3.48793 -0.85361 -0.74328  -0.020
H 4.48511 -2.10404 0.21778  0.762
H 1.41602 -4.71338 1.42846  -0.154
H 2.77755 -5.66520 2.08889  0.467
H 1.52991 -6.50101 1.22617  0.251

Forces on the atoms, in the same order (eV/Å):
C -0.34 -0.02 1.36
C 1.07 1.24 0.09
C -2.42 -4.15 -3.37
C 2.43 -0.62 2.69
C 3.82 7.14 -0.07
C -2.72 -0.91 -1.54
N -1.83 2.49 3.77
O 2.20 -0.89 -1.99
C 2.43 -3.12 -8.36
C 3.17 4.93 5.14
C -1.83 -2.97 4.13
H 0.29 0.11 -1.23
H 0.44 1.09 0.20
H -1.47 -0.97 -0.31
H 4.40 0.74 0.32
H -1.38 1.41 0.08
H -1.43 0.99 -0.28
H -0.92 0.99 1.22
H -2.51 -6.21 -3.95
H -1.16 -0.92 0.88
H 1.91 1.89 1.80
H -2.45 0.22 8.69
H -1.85 0.19 -1.25
H 0.24 0.10 -2.73
H -1.93 -4.49 -2.89
H 0.96 0.03 1.37
H 2.40 0.81 -1.28
H -0.40 -0.52 -1.42
H -1.18 1.71 -1.36
B 1.64 1.17 -1.09
F -1.15 -0.23 0.26
F -0.75 -0.13 0.14
F -0.14 -0.85 0.82
F 0.35 0.01 -0.06
C 1.43 1.84 1.12
O -1.96 -0.76 -0.84
P 2.26 4.68 1.20
O -0.02 -0.32 0.15
O -0.21 -1.34 0.04
C -3.38 1.38 2.15
O 0.04 -1.62 -1.07
C -3.72 1.17 2.52
H -0.87 -1.53 -0.66
H -1.03 -0.21 -0.21
H 0.05 -0.17 0.31
H 0.37 -0.47 -1.17
H 1.59 -1.04 -1.36
H 1.68 0.05 0.14
H 0.63 -1.56 -0.55
H 1.74 0.36 -1.33
H 1.35 -0.42 -0.56
C -0.33 -0.41 1.34
O -4.23 -0.74 1.41
P 2.18 -3.40 0.34
O -0.76 2.05 -0.42
O 1.00 0.50 0.75
C -0.17 -4.98 1.24
O 0.81 0.63 0.16
C 3.59 -3.96 -2.67
H -0.28 -0.35 -0.05
H 0.49 0.12 -0.27
H 0.69 -0.23 -0.16
H -1.52 2.07 -2.93
H 0.22 0.98 0.73
H 1.20 2.54 -0.02
H -0.18 1.15 -2.34
H 0.17 2.04 2.47
H -3.04 1.75 0.52
C 2.78 -0.01 2.94
O -0.72 -0.14 -2.47
P 1.80 -2.52 -0.02
O 0.35 -0.05 0.29
O -1.80 2.74 -1.55
C 3.81 3.34 -1.93
O -2.22 1.77 2.18
C 2.70 1.20 5.54
H 1.55 0.47 -0.96
H -0.83 0.66 -0.76
H -2.85 -1.13 -0.08
H 0.48 -3.08 -0.06
H -3.19 -1.68 2.14
H 0.48 -0.36 0.34
H -1.61 -2.27 -0.15
H 0.27 -0.82 -3.78
H -0.86 1.65 -1.48
C 5.22 -2.33 -2.92
O -0.51 4.99 3.04
P -1.91 1.47 -1.56
O -0.29 -1.16 -1.94
O 1.79 -0.81 -0.05
C -1.52 1.32 0.10
O -3.05 -0.58 2.11
C 5.11 0.40 4.99
H -1.79 -1.70 -0.01
H -1.40 0.42 -0.87
H -1.19 -0.81 2.15
H 1.71 -0.34 -0.29
H 0.25 0.03 1.64
H -0.30 -0.07 -1.19
H -0.07 0.49 -1.81
H -1.21 0.23 0.05
H -0.72 -1.44 -3.39
C 1.07 1.81 3.82
O -4.99 -2.33 -1.94
P 0.10 0.72 -1.36
O 1.85 0.97 4.97
O -2.22 -5.57 -3.63
C -1.33 3.26 -2.51
O 3.30 1.01 -6.10
C -4.49 -0.68 -2.51
H -0.09 2.01 -1.14
H 0.21 -1.64 -1.04
H 1.27 0.00 -0.33
H -1.16 0.23 1.02
H 0.13 -2.54 1.28
H 3.61 2.03 3.87
H -0.51 0.10 1.62
H 3.10 -0.06 3.30
H 0.19 0.76 0.70

The energy above the lowest of the compared OMol25 structures with the same formula, charge and spin is 63.5 kJ/mol. For the gap between HOMO and LUMO, the calculation gives 5.375 eV. As for the spin multiplicity: 1. As for the energy: -4718.132531 a.u. The calculation puts the maximum force at 9.25 eV/Å.

Entry 2:
This record from the OMol25 dataset describes 2 unconnected molecules or ions with the total composition C5H9NO2 in a non-equilibrium geometry. The level of theory is ωB97M-V/def2-TZVPD.

Last column: natural (NBO) charge in e.
Element x y z (Å)
N -1.27620 3.90302 0.39092  -0.324
C -2.04401 3.03753 0.51182  0.286
C -2.82203 1.88236 0.98182  -0.522
C -4.14740 2.20300 1.63203  -0.236
C -4.35677 3.15501 2.78417  -0.445
C -4.45528 1.68043 3.01178  0.092
O -3.48816 1.06260 3.80944  -0.731
H -2.17293 1.29155 1.64455  0.271
H -2.97777 1.21901 0.11753  0.256
H -4.97632 2.15255 0.92215  0.227
H -5.26679 3.75377 2.82336  0.232
H -3.47153 3.65466 3.18511  0.225
H -5.44645 1.24599 3.15664  0.186
H -3.19797 1.66031 4.50459  0.489
O -2.52019 -1.51119 4.65930  -0.962
H -2.98286 -0.79386 4.19555  0.491
H -2.21246 -1.13843 5.52739  0.464

Forces on the atoms, in the same order (eV/Å):
N -1.39 -1.16 -0.23
C 1.51 1.16 0.75
C 0.32 -0.39 -0.51
C -0.31 -0.29 -0.27
C 0.17 0.24 0.05
C -0.86 0.32 0.31
O 0.36 -0.20 -0.42
H -0.11 0.38 0.05
H -0.17 0.20 0.23
H 0.16 -0.03 0.34
H 0.30 -0.16 -0.14
H -0.19 -0.17 -0.12
H 0.25 0.14 -0.03
H -0.10 0.06 -0.07
O 0.41 0.38 1.12
H 0.22 -0.01 0.37
H -0.57 -0.45 -1.43

Its structure (SMILES) is N#CC[C@@H]1C[C@@H]1O.O. The energy above the lowest of the compared OMol25 structures with the same formula, charge and spin is 201.5 kJ/mol. For the gap between HOMO and LUMO, the calculation gives 11.222 eV. As for the spin multiplicity: 1. As for the energy: -401.100026 a.u. The calculation puts the maximum force at 2.05 eV/Å.